{"formula": "C23H42O19", "method": "wB97M-V/def2-TZVPD", "elements": ["C", "O", "C", "O", "O", "C", "H", "H", "H", "H", "H", "H", "C", "O", "C", "O", "O", "C", "H", "H", "H", "H", "H", "H", "C", "O", "C", "O", "O", "C", "H", "H", "H", "H", "H", "H", "C", "O", "C", "O", "O", "C", "H", "H", "H", "H", "H", "H", "C", "O", "C", "O", "O", "C", "H", "H", "H", "H", "H", "H", "O", "C", "C", "C", "C", "O", "H", "H", "H", "H", "H", "H", "O", "C", "C", "C", "C", "O", "H", "H", "H", "H", "H", "H"], "xyz": [[3.413, 2.788, 0.039], [3.337, 2.057, 1.203], [3.257, 2.664, 2.349], [3.178, 3.898, 2.453], [3.129, 1.758, 3.345], [3.084, 0.375, 3.052], [3.287, 2.153, -0.838], [4.305, 3.407, -0.061], [2.653, 3.564, -0.057], [3.901, -0.048, 2.468], [2.123, 0.240, 2.558], [3.036, -0.253, 3.942], [-1.263, 0.120, -4.222], [-0.009, 0.555, -3.891], [0.240, 1.903, -3.580], [-0.662, 2.732, -3.572], [1.573, 2.059, -3.468], [2.102, 3.394, -3.162], [-1.593, 0.548, -5.169], [-1.886, 0.629, -3.486], [-1.392, -0.963, -4.209], [1.818, 4.192, -3.848], [3.192, 3.394, -3.188], [1.734, 3.638, -2.166], [-3.040, 2.537, -0.607], [-3.248, 2.270, 0.786], [-2.400, 2.632, 1.786], [-2.790, 2.619, 2.939], [-1.151, 2.743, 1.365], [-0.119, 2.703, 2.339], [-2.029, 2.271, -0.917], [-3.114, 3.584, -0.899], [-3.813, 2.006, -1.162], [0.031, 1.763, 2.871], [-0.338, 3.514, 3.034], [0.768, 2.904, 1.738], [-1.933, -0.964, 1.051], [-0.987, -0.349, 0.191], [0.227, -0.739, 0.219], [0.727, -1.473, 1.046], [0.885, -0.202, -0.887], [2.259, -0.587, -1.084], [-2.847, -0.371, 1.083], [-1.581, -1.177, 2.060], [-2.248, -1.936, 0.670], [2.899, -0.491, -0.207], [2.569, 0.047, -1.914], [2.377, -1.641, -1.337], [3.121, -3.171, 1.568], [4.123, -2.349, 0.930], [5.440, -2.548, 1.062], [6.056, -3.279, 1.834], [6.044, -1.724, 0.215], [7.434, -1.912, -0.027], [3.421, -4.215, 1.654], [2.269, -3.172, 0.888], [2.825, -2.861, 2.570], [7.538, -2.971, -0.263], [8.080, -1.606, 0.795], [7.824, -1.359, -0.882], [-1.963, -5.492, -4.226], [-1.183, -4.778, -3.611], [0.153, -5.314, -2.983], [0.454, -4.178, -1.896], [-0.366, -3.022, -2.505], [-1.392, -3.501, -3.367], [-0.006, -6.266, -2.478], [0.937, -5.370, -3.739], [-0.013, -4.610, -1.010], [1.478, -3.954, -1.595], [-0.821, -2.421, -1.717], [0.173, -2.204, -2.982], [-8.497, 1.651, 0.434], [-7.793, 1.646, 1.461], [-8.226, 1.311, 2.806], [-6.844, 0.795, 3.400], [-5.796, 1.576, 2.588], [-6.454, 1.938, 1.326], [-8.698, 2.250, 3.094], [-9.032, 0.578, 2.784], [-6.803, 1.012, 4.467], [-6.733, -0.285, 3.300], [-5.416, 2.462, 3.096], [-4.994, 0.877, 2.350]], "lowdin_charge": [-0.062, -0.008, -0.588, 0.102, 0.011, -0.044, 0.080, 0.111, 0.091, 0.093, 0.080, 0.102, -0.078, -0.053, -0.502, 0.113, -0.015, -0.011, 0.103, 0.092, 0.087, 0.098, 0.095, 0.082, -0.027, -0.036, -0.575, 0.117, -0.007, -0.006, 0.076, 0.097, 0.102, 0.104, 0.113, 0.085, -0.010, 0.028, -0.600, 0.104, -0.024, -0.031, 0.091, 0.104, 0.099, 0.079, 0.090, 0.083, -0.023, -0.029, -0.587, 0.109, -0.008, -0.040, 0.096, 0.063, 0.097, 0.099, 0.098, 0.092, 0.094, -0.473, -0.035, -0.113, -0.170, 0.053, 0.114, 0.116, 0.108, 0.098, 0.111, 0.114, 0.066, -0.486, -0.068, -0.113, -0.143, 0.016, 0.137, 0.127, 0.106, 0.111, 0.120, 0.105], "lumo_energy_ev": 0.24, "total_charge": 0, "de_lowest_ev": 0.000, "multiplicity": 1}

{"formula": "C23H43AuN2OP3S", "method": "wB97M-V/def2-TZVPD", "elements": ["Au", "P", "P", "P", "H", "C", "C", "H", "C", "C", "C", "C", "C", "C", "C", "C", "C", "H", "H", "H", "H", "H", "H", "H", "H", "H", "H", "H", "H", "H", "H", "H", "H", "H", "H", "H", "H", "H", "H", "H", "H", "H", "H", "H", "H", "H", "C", "C", "C", "C", "C", "C", "S", "H", "H", "H", "H", "H", "H", "N", "C", "O", "C", "C", "C", "N", "C", "C", "H", "H", "H", "H", "H", "H"], "xyz": [[-0.559, -0.502, 0.269], [2.383, -2.022, -1.057], [0.120, 1.401, -0.959], [-0.769, -2.605, 1.321], [-3.757, -0.746, -1.144], [-2.875, -0.444, -0.557], [-3.232, 0.778, 0.244], [-3.485, 0.550, 1.285], [1.711, -2.586, -2.680], [3.991, -1.340, -1.657], [3.030, -3.646, -0.463], [-0.457, 3.014, -0.337], [1.917, 1.606, -1.088], [-0.491, 1.334, -2.678], [-2.272, -2.695, 2.347], [0.562, -3.111, 2.443], [-0.932, -3.969, 0.129], [-2.723, -1.330, 0.090], [-2.546, 1.627, 0.174], [2.424, -3.266, -3.168], [1.536, -1.710, -3.318], [0.756, -3.102, -2.520], [4.646, -2.161, -1.976], [4.468, -0.797, -0.829], [3.828, -0.645, -2.491], [3.726, -4.041, -1.215], [2.211, -4.358, -0.299], [3.564, -3.492, 0.484], [0.267, 3.785, -0.640], [-0.513, 3.008, 0.759], [-1.441, 3.275, -0.753], [2.319, 0.983, -1.897], [2.399, 1.320, -0.146], [2.148, 2.661, -1.294], [-0.146, 2.215, -3.237], [-1.589, 1.317, -2.704], [-0.110, 0.427, -3.169], [-2.364, -3.700, 2.781], [-3.167, -2.477, 1.752], [-2.197, -1.958, 3.158], [0.262, -4.022, 2.982], [0.748, -2.312, 3.170], [1.487, -3.310, 1.884], [-1.086, -4.918, 0.664], [-0.032, -4.048, -0.496], [-1.799, -3.788, -0.522], [-4.537, 2.341, -1.755], [-5.002, 1.389, -2.663], [-4.732, 1.545, -4.015], [-4.015, 2.684, -4.423], [-3.558, 3.630, -3.499], [-3.842, 3.490, -2.133], [-5.029, 1.687, -0.250], [-5.535, 0.613, -2.081], [-2.133, -0.261, -1.357], [-5.067, 0.793, -4.727], [-3.811, 2.836, -5.483], [-2.972, 4.490, -3.831], [-3.567, 4.219, -1.373], [5.015, 1.760, 4.917], [3.725, 2.222, 4.898], [3.339, 3.105, 5.656], [2.799, 1.557, 3.919], [3.151, 0.448, 3.136], [2.229, -0.051, 2.212], [0.996, 0.456, 2.062], [0.634, 1.492, 2.836], [1.498, 2.062, 3.770], [5.663, 2.264, 5.502], [5.401, 1.192, 4.180], [4.114, -0.053, 3.217], [2.502, -0.897, 1.572], [-0.376, 1.888, 2.705], [1.147, 2.902, 4.364]], "lowdin_charge": [0.648, 0.794, 0.724, 0.691, 0.105, -0.243, -0.293, 0.078, -0.279, -0.269, -0.280, -0.222, -0.234, -0.227, -0.234, -0.230, -0.226, 0.021, 0.032, 0.068, 0.034, 0.028, 0.062, 0.045, 0.044, 0.062, 0.034, 0.049, 0.074, 0.035, 0.026, 0.036, 0.033, 0.073, 0.079, 0.029, 0.053, 0.077, 0.044, 0.065, 0.080, 0.050, 0.030, 0.080, 0.018, 0.059, -0.576, -0.134, -0.010, -0.012, -0.031, -0.059, 1.264, 0.091, 0.040, 0.133, 0.134, 0.133, 0.125, 0.189, -0.462, 0.099, -0.079, 0.030, -0.163, -0.025, -0.120, 0.049, 0.132, 0.094, 0.123, 0.067, 0.107, 0.139], "lumo_energy_ev": [-8.97, -12.23], "s_squared": 2.013, "total_charge": 3, "de_lowest_ev": 2.460, "multiplicity": 3}

{"formula": "C23H43BFN11O7P2Ta", "method": "wB97M-V/def2-TZVPD", "elements": ["C", "C", "O", "N", "C", "Ta", "F", "O", "B", "O", "O", "P", "P", "O", "O", "O", "H", "H", "H", "H", "H", "H", "H", "H", "H", "H", "H", "H", "H", "C", "C", "N", "H", "H", "H", "C", "C", "N", "H", "H", "H", "C", "C", "N", "H", "H", "H", "C", "C", "N", "H", "H", "H", "C", "C", "N", "H", "H", "H", "C", "C", "N", "H", "H", "H", "C", "C", "N", "H", "H", "H", "C", "C", "N", "H", "H", "H", "C", "C", "N", "H", "H", "H", "C", "C", "N", "H", "H", "H"], "xyz": [[-2.291, -2.656, -0.758], [-1.530, -1.632, 0.039], [-0.541, -2.011, 0.658], [-1.903, -0.272, 0.081], [-3.311, -0.104, 0.534], [-1.302, 0.982, -1.563], [-0.066, -0.547, -2.183], [0.305, 1.715, -0.428], [1.419, 1.040, -0.800], [2.109, 1.458, -1.938], [1.893, -0.014, -0.034], [-3.139, 0.130, -3.176], [-5.126, 0.891, -2.742], [-6.123, -0.188, -2.628], [-5.141, 1.885, -1.501], [-5.515, 1.853, -3.961], [-2.069, -2.592, -1.812], [-3.354, -2.645, -0.584], [-1.932, -3.623, -0.426], [-3.437, 0.926, 0.837], [-4.053, -0.374, -0.213], [-3.455, -0.705, 1.428], [-0.752, 2.082, -2.939], [-2.462, 2.276, -1.016], [2.363, 0.677, -2.432], [2.068, -0.779, -0.583], [-3.378, -1.241, -3.029], [-6.049, 1.905, -1.180], [-5.758, 1.312, -4.728], [3.863, 3.498, 0.893], [5.151, 4.079, 1.240], [6.164, 4.540, 1.512], [3.960, 2.881, 0.000], [3.505, 2.880, 1.714], [3.141, 4.287, 0.701], [-1.097, 4.868, 1.170], [-1.325, 4.871, -0.264], [-1.566, 4.619, -1.354], [-0.162, 4.360, 1.363], [-1.052, 5.877, 1.576], [-1.899, 4.319, 1.659], [9.636, 3.363, 1.117], [10.321, 3.000, -0.116], [10.867, 2.715, -1.081], [9.222, 4.364, 1.030], [8.824, 2.667, 1.312], [10.337, 3.339, 1.948], [0.002, 0.554, 1.888], [0.286, 1.846, 2.503], [0.476, 2.871, 2.987], [-0.460, -0.106, 2.620], [-0.671, 0.686, 1.040], [0.924, 0.103, 1.529], [10.716, 7.231, 0.916], [10.873, 6.564, 2.200], [10.989, 6.023, 3.203], [9.661, 7.273, 0.652], [11.111, 8.243, 0.976], [11.255, 6.680, 0.148], [-5.145, 2.510, -7.995], [-5.512, 1.358, -7.188], [-5.800, 0.464, -6.535], [-4.093, 2.447, -8.265], [-5.749, 2.534, -8.899], [-5.313, 3.420, -7.424], [-1.347, -4.399, 3.091], [-2.212, -3.251, 2.901], [-2.820, -2.295, 2.746], [-0.499, -4.315, 2.413], [-0.984, -4.426, 4.116], [-1.883, -5.323, 2.882], [2.461, -5.632, 2.194], [1.736, -6.138, 3.350], [1.154, -6.529, 4.255], [1.898, -4.823, 1.731], [3.433, -5.257, 2.505], [2.600, -6.431, 1.469], [-1.546, -8.632, 5.688], [-2.339, -8.001, 4.645], [-2.965, -7.495, 3.830], [-1.514, -7.988, 6.563], [-1.989, -9.588, 5.960], [-0.532, -8.790, 5.327], [-7.388, -3.743, -3.006], [-6.020, -3.389, -2.673], [-4.959, -3.049, -2.418], [-7.402, -4.372, -3.894], [-7.843, -4.281, -2.177], [-7.953, -2.833, -3.199]], "lowdin_charge": [-0.044, -0.582, 0.016, -0.271, -0.162, 1.519, -0.464, -0.187, -1.085, 0.119, 0.110, 0.487, 0.116, -0.376, -0.209, -0.228, 0.053, 0.043, 0.073, 0.054, 0.044, 0.026, -0.117, -0.104, 0.087, 0.103, -0.208, 0.075, -0.015, -0.051, -0.278, 0.114, 0.083, 0.083, 0.090, -0.087, -0.307, 0.114, 0.029, 0.073, 0.084, -0.082, -0.292, 0.113, 0.056, 0.078, 0.074, -0.100, -0.253, 0.107, 0.087, 0.019, 0.061, -0.070, -0.295, 0.134, 0.085, 0.079, 0.083, -0.054, -0.251, 0.158, 0.087, 0.080, 0.089, -0.071, -0.247, 0.176, 0.061, 0.076, 0.052, -0.055, -0.278, 0.141, 0.081, 0.085, 0.085, -0.078, -0.282, 0.136, 0.083, 0.078, 0.067, -0.066, -0.260, 0.168, 0.077, 0.078, 0.083], "lumo_energy_ev": 2.00, "total_charge": -1, "multiplicity": 1}

no.,maximum force (eV/A)
1,5.807
2,3.028
3,2.684